ORCA calculation (ωB97M-V/def2-TZVPD) on the molecule C4H7NO.

Properties
- net charge = 0
- DFT total energy (Ha) = -286.40185
- energy relative to the best compared isomer or geometry (same formula, charge and spin) (kcal per mole) = 144.2
- highest occupied orbital energy (eV) = -7.935
- lowest unoccupied orbital energy (Eh) = 0.02891

Last column: Mulliken charge in e.
Cartesian coordinates (Å):
O (1.935, 0.590, 0.599)  -0.5687
C (1.131, 0.303, -0.488)  -0.1856
C (0.413, -0.998, -0.510)  -0.5851
C (-1.299, -0.730, 0.810)  -0.5163
N (-0.808, 0.636, 1.060)  -0.5450
C (-0.343, 0.444, -0.283)  0.2147
H (1.321, 0.763, 1.337)  0.3720
H (1.516, 0.696, -1.426)  0.3491
H (0.669, -1.682, 0.285)  0.2819
H (0.154, -1.456, -1.459)  0.3232
H (-2.187, -0.633, 0.131)  0.1729
H (-1.539, 1.345, 1.029)  0.2595
H (-0.968, 0.757, -1.114)  0.4274